Here is 7 unconnected molecules or ions with the total composition C47H52F7N2O from the Open Molecules 2025 dataset. Energies are from ωB97M-V/def2-TZVPD.

Last columns: bonded neighbours and bond lengths (Å).
Cartesian coordinates (Å):
1 C -4.552 -4.988 4.570  C25 1.380, C64 1.379, F82 1.349
2 C -6.862 -5.919 3.414  H42 1.082, C55 1.388, C90 1.388
3 C 1.667 4.946 -5.336  C30 1.390, H56 1.081, C106 1.388
4 H 3.811 2.788 -2.050  N10 1.017
5 C -1.428 -2.665 3.697  C6 1.389, C20 1.390, H38 1.081
6 C -0.735 -3.867 3.647  C5 1.389, H23 1.082, C75 1.387
7 H -10.617 -2.859 10.400  C104 1.082
8 C 5.364 -1.344 -1.517  C21 1.518, H45 1.100, C99 1.534, H103 1.116
9 H 5.382 1.119 -3.208  C52 1.095
10 N 3.911 3.180 -2.983  H4 1.017, H24 1.014, C50 1.472
11 H 2.718 -0.164 -3.291  C12 1.096
12 C 3.795 -0.346 -3.206  H11 1.096, C21 1.521, C52 1.544, H94 1.115
13 H 3.239 -1.847 -0.201  C68 1.094
14 C -8.300 -1.625 7.567  H47 1.080, C54 1.385, C92 1.379
15 F 1.184 3.881 -8.753  C28 1.353
16 F 1.590 -3.189 0.978  C102 1.343
17 H 0.218 -1.010 1.214  C80 1.082
18 C 6.462 2.770 0.757  H26 1.096, H37 1.096, N46 1.475, C79 1.522
19 H 2.260 -1.732 -1.716  C68 1.104
20 C -1.087 -1.642 2.820  C5 1.390, H61 1.083, C80 1.388
21 C 4.102 -0.527 -1.728  C8 1.518, C12 1.521, C68 1.534
22 C 6.725 0.460 -0.283  C79 1.529, H87 1.101, H89 1.098, C99 1.534
23 H -0.988 -4.668 4.329  C6 1.082
24 H 4.873 3.486 -3.076  N10 1.014
25 C -4.474 -6.067 3.713  C1 1.380, C55 1.388, H93 1.081
26 H 7.146 3.136 -0.017  C18 1.096
27 H 7.045 -1.665 -0.199  C99 1.100
28 C 1.389 4.684 -7.683  F15 1.353, C31 1.380, C106 1.380
29 H 0.843 -4.975 2.669  C75 1.082
30 C 1.832 6.313 -5.520  C3 1.390, C34 1.388, H84 1.082
31 C 1.561 6.037 -7.898  C28 1.380, C34 1.389, H57 1.082
32 H -10.461 -0.428 9.886  C77 1.081
33 H -3.423 -0.755 4.343  C51 1.082
34 C 1.775 6.855 -6.796  C30 1.388, C31 1.389, H62 1.083
35 C 5.128 1.857 -8.121  C66 1.383, F96 1.347, C108 1.381
36 H 4.036 3.282 -11.509  C81 1.082
37 H 7.059 2.541 1.647  C18 1.096
38 H -2.225 -2.521 4.414  C5 1.081
39 H 5.582 -1.137 0.623  C99 1.098
40 H 4.900 0.600 -4.838  C52 1.098
41 H 4.720 3.487 1.526  N46 1.018
42 H -7.771 -6.283 2.955  C2 1.082
43 H 5.132 1.080 1.039  C79 1.096
44 F -7.581 -0.280 2.732  C109 1.350
45 H 6.008 -1.213 -2.400  C8 1.100
46 N 5.556 3.883 1.102  C18 1.475, H41 1.018, H71 1.016
47 H -7.651 -1.273 6.779  C14 1.080
48 H -8.071 0.800 5.022  C85 1.082
49 F 1.125 0.370 -1.178  C78 1.392
50 C 3.643 2.113 -3.961  N10 1.472, C52 1.540, H58 1.097, H65 1.095
51 C -4.439 -0.414 4.498  H33 1.082, C53 1.388, C107 1.389
52 C 4.527 0.859 -3.839  H9 1.095, C12 1.544, H40 1.098, C50 1.540
53 C -5.375 -0.578 3.487  C51 1.388, H69 1.082, C109 1.381
54 C -8.387 -2.976 7.863  C14 1.385, C59 1.388, H70 1.083
55 C -5.648 -6.532 3.137  C2 1.388, C25 1.388, H98 1.082
56 H 1.745 4.516 -4.348  C3 1.081
57 H 1.532 6.431 -8.906  C31 1.082
58 H 3.755 2.556 -4.958  C50 1.097
59 C -9.215 -3.431 8.879  C54 1.388, H91 1.081, C104 1.389
60 H 4.708 0.909 -11.318  C74 1.082
61 H -1.618 -0.698 2.853  C20 1.083
62 H 1.909 7.920 -6.941  C34 1.083
63 H -6.387 1.071 6.838  C100 1.082
64 C -5.743 -4.358 4.866  C1 1.379, C90 1.388, H101 1.083
65 H 2.589 1.837 -3.845  C50 1.095
66 C 4.771 3.190 -8.200  C35 1.383, C97 1.387, H105 1.082
67 H 4.093 4.738 -9.502  C97 1.083
68 C 2.917 -1.189 -1.014  H13 1.094, H19 1.104, C21 1.534, C78 1.483
69 H -5.120 -1.044 2.545  C53 1.082
70 H -7.788 -3.671 7.287  C54 1.083
71 H 5.219 4.289 0.233  N46 1.016
72 H 5.063 1.787 -0.546  C79 1.094
73 F -8.972 0.579 8.033  C92 1.352
74 C 4.730 1.552 -10.447  H60 1.082, C81 1.388, C108 1.388
75 C 0.289 -4.048 2.728  C6 1.387, H29 1.082, C102 1.382
76 O 2.359 0.524 0.625  C78 1.181
77 C -9.889 -1.157 9.328  H32 1.081, C92 1.381, C104 1.389
78 C 2.190 -0.057 -0.389  F49 1.392, C68 1.483, O76 1.181
79 C 5.760 1.518 0.254  C18 1.522, C22 1.529, H43 1.096, H72 1.094
80 C -0.066 -1.803 1.894  H17 1.082, C20 1.388, C102 1.381
81 C 4.355 2.883 -10.556  H36 1.082, C74 1.388, C97 1.388
82 F -3.421 -4.517 5.133  C1 1.349
83 H -7.849 -4.341 4.485  C90 1.083
84 H 2.018 6.952 -4.667  C30 1.082
85 C -7.048 0.469 4.892  H48 1.082, C100 1.389, C109 1.381
86 H -4.062 0.303 6.485  C107 1.082
87 H 7.639 0.487 0.331  C22 1.101
88 H 5.413 -0.011 -9.114  C108 1.081
89 H 7.040 0.715 -1.303  C22 1.098
90 C -6.906 -4.830 4.275  C2 1.388, C64 1.388, H83 1.083
91 H -9.276 -4.487 9.102  C59 1.081
92 C -9.054 -0.742 8.310  C14 1.379, F73 1.352, C77 1.381
93 H -3.515 -6.519 3.502  C25 1.081
94 H 4.043 -1.259 -3.796  C12 1.115
95 H 1.310 3.050 -6.309  C106 1.082
96 F 5.486 1.354 -6.924  C35 1.347
97 C 4.385 3.698 -9.432  C66 1.387, H67 1.083, C81 1.388
98 H -5.609 -7.378 2.463  C55 1.082
99 C 6.189 -0.977 -0.277  C8 1.534, C22 1.534, H27 1.100, H39 1.098
100 C -6.101 0.618 5.897  H63 1.082, C85 1.389, C107 1.388
101 H -5.746 -3.510 5.538  C64 1.083
102 C 0.600 -3.012 1.868  F16 1.343, C75 1.382, C80 1.381
103 H 5.120 -2.430 -1.436  C8 1.116
104 C -9.965 -2.516 9.607  H7 1.082, C59 1.389, C77 1.389
105 H 4.787 3.804 -7.309  C66 1.082
106 C 1.435 4.118 -6.426  C3 1.388, C28 1.380, H95 1.082
107 C -4.797 0.182 5.701  C51 1.389, H86 1.082, C100 1.388
108 C 5.123 1.025 -9.223  C35 1.381, C74 1.388, H88 1.081
109 C -6.662 -0.127 3.709  F44 1.350, C53 1.381, C85 1.381

Properties
**LUMO**: 1.82 eV
**Kohn-Sham gap**: 3.77 eV
**Net charge**: -1
**HOMO level**: -1.9 eV

Results of the Löwdin charge analysis, in e, for atoms 1 through 4: -0.2786, -0.0970, -0.0707, 0.0451